No. 1
{
  "formula": "CH2ClNO2S",
  "method": "ωB97M-V with the def2-TZVPD basis set",
  "elements": ["S", "H", "C", "O", "N", "H", "O", "Cl"],
  "coordinates": [[1.8933, -0.4059, 0.0384], [0.8215, 2.6516, 1.2045], [-1.9935, -1.0493, -0.2984], [0.8861, -0.8203, 1.0381], [-2.3460, -0.2799, -1.0846], [-1.7381, -1.6420, 0.4435], [1.5373, -0.6715, -1.3195], [0.9395, 2.2172, -0.0219]],
  "lowdin_charge": [0.75, -0.16, -0.07, -0.49, 0.07, 0.00, -0.45, 0.35],
  "homo_lumo_gap_ha": 0.3864,
  "e_homo_ha": -0.4241,
  "relative_energy_kcal_mol": 35.1,
  "total_charge": 0,
  "energy_ev": -30010.6847
}

---

No. 2
{
  "formula": "InNO3",
  "method": "ωB97M-V with the def2-TZVPD basis set",
  "elements": ["In", "O", "O", "O", "N"],
  "coordinates": [[24.8986, 9.5653, -11.1338], [21.8256, 11.4440, -11.4694], [23.9694, 11.3027, -11.4937], [22.8600, 9.8040, -10.6828], [22.8661, 10.9042, -11.2127]],
  "lowdin_charge": [2.03, 0.37, 0.04, 0.07, -0.51],
  "homo_lumo_gap_ha": 0.1952,
  "e_homo_ha": -0.8316,
  "relative_energy_kcal_mol": 27.9,
  "total_charge": 2,
  "energy_ev": -12775.5217
}

---

No. 3
{
  "formula": "C14H10CrO3S6Sb",
  "method": "ωB97M-V with the def2-TZVPD basis set",
  "elements": ["H", "Sb", "Cr", "C", "H", "C", "C", "H", "C", "C", "C", "C", "C", "C", "H", "C", "O", "C", "O", "S", "C", "H", "H", "H", "H", "C", "S", "S", "S", "S", "S", "O", "H", "H", "C"],
  "coordinates": [[-4.8995, -0.7349, -1.3674], [-1.6254, 3.7789, 1.2951], [-2.1410, 1.4089, -0.6058], [0.3752, -1.3044, -3.5267], [-0.4841, 0.5332, -2.5897], [3.0157, -0.0613, 1.0041], [3.9307, 2.0175, 0.5729], [2.9619, -1.0770, 1.3762], [-0.8465, -1.6251, 3.3028], [1.9648, 0.5585, 0.3980], [1.1478, -2.3391, -3.1075], [-0.7458, -1.9683, 1.0155], [0.5557, 0.0789, 0.0247], [0.0969, -0.3697, -2.4747], [-0.0049, -1.2068, -4.5353], [0.0063, -0.8376, 1.1243], [-2.9598, -0.6874, -0.7687], [-1.2365, -2.4297, 2.2733], [-4.0584, 1.1079, -1.4470], [-1.7726, 3.7860, -1.0787], [0.6618, -0.7145, -1.2951], [-1.0948, -1.7174, 4.3491], [-0.9994, -2.4128, 0.0630], [1.4955, -3.1873, -3.6782], [-1.8736, -3.2960, 2.3957], [4.1632, 0.7855, 1.1104], [0.0903, -0.3177, 2.7531], [1.6022, -2.1416, -1.4751], [-2.1712, 5.8092, 2.2609], [2.3404, 2.1651, -0.0246], [-3.0004, 1.9698, 1.8756], [-0.1990, 1.1954, -0.1473], [4.6040, 2.8620, 0.5513], [5.0980, 0.4970, 1.5765], [-3.9974, -0.1252, -1.2007]],
  "lowdin_charge": [0.12, 0.10, 0.23, -0.19, 0.10, -0.16, -0.45, 0.10, -0.44, -0.48, -0.46, -0.14, -0.63, -0.11, 0.09, -0.45, -0.11, -0.19, -0.15, -0.14, -0.44, 0.05, 0.10, 0.05, 0.09, -0.21, 1.04, 1.03, -0.43, 1.09, -0.18, -0.42, 0.05, 0.08, -0.55],
  "spin_multiplicity": 6,
  "homo_lumo_gap_ha": [0.1781, 0.2097],
  "e_homo_ha": [-0.0268, -0.0585],
  "relative_energy_kcal_mol": 0.0,
  "total_charge": -2,
  "energy_ev": -120797.2303
}

---

No. 4
{
  "formula": "C2H4ClO",
  "method": "ωB97M-V with the def2-TZVPD basis set",
  "elements": ["Cl", "H", "H", "H", "C", "O", "C", "H"],
  "coordinates": [[-2.1672, 0.1566, -0.5931], [0.8139, -1.5423, -0.7713], [0.3369, 2.2422, -0.0556], [-2.9838, -0.5664, 0.0734], [1.0117, -0.8729, 0.0991], [1.0133, 0.3406, 0.0317], [1.1149, 1.5054, 0.1151], [0.8602, -1.2632, 1.1007]],
  "lowdin_charge": [0.35, 0.17, 0.13, -0.21, 0.14, -0.01, 0.28, 0.15],
  "homo_lumo_gap_ha": [0.3217, 0.3210],
  "e_homo_ha": [-0.5647, -0.5642],
  "relative_energy_kcal_mol": 93.5,
  "total_charge": 1,
  "energy_ev": -16695.0064
}

---

No. 5
{
  "formula": "C5H13N2",
  "method": "ωB97M-V with the def2-TZVPD basis set",
  "elements": ["N", "H", "C", "H", "H", "H", "H", "H", "H", "H", "H", "C", "C", "C", "C", "H", "N", "H", "H", "H"],
  "coordinates": [[1.5431, -2.1770, -0.8765], [-0.0009, -1.6817, 1.0181], [-0.0822, 1.5960, 1.3619], [2.5054, -2.0425, -0.6019], [-1.4791, -0.9829, -1.1359], [-1.5152, 2.8604, 2.2703], [0.9497, 1.8965, 1.4118], [1.2408, -0.1246, -1.2195], [-1.7839, 2.6177, 0.6570], [1.3453, -0.6678, 1.1974], [-1.5227, 0.2885, 0.6108], [-0.4889, 0.4172, 0.9128], [0.4005, -0.7313, 0.6629], [0.7139, -1.0106, -0.8297], [-0.5470, -1.1625, -1.6805], [1.5116, -2.7403, -1.7135], [-1.0446, 2.7358, 1.3599], [-0.5705, -0.5228, -2.5619], [-0.6141, -2.1902, -2.0526], [-0.5610, 3.6221, 1.2090]],
  "lowdin_charge": [0.04, 0.13, -0.06, 0.09, 0.07, 0.18, 0.13, 0.13, 0.18, 0.12, 0.12, -0.07, -0.16, -0.46, -0.04, 0.08, 0.19, 0.08, 0.08, 0.17],
  "homo_lumo_gap_ha": 0.3066,
  "e_homo_ha": -0.4453,
  "relative_energy_kcal_mol": 53.7,
  "smiles": "C[C@H](N)C/C=C/[NH3+]",
  "total_charge": 1,
  "energy_ev": -8368.4827
}

---

No. 6
{
  "formula": "C25H25AgN3O6PS",
  "method": "ωB97M-V with the def2-TZVPD basis set",
  "elements": ["C", "O", "C", "O", "H", "C", "H", "H", "C", "C", "O", "C", "C", "H", "H", "H", "H", "C", "C", "C", "H", "N", "H", "H", "S", "C", "H", "C", "C", "H", "H", "C", "C", "C", "C", "C", "H", "C", "H", "C", "H", "O", "N", "P", "C", "N", "H", "H", "C", "H", "C", "H", "H", "H", "O", "H", "H", "Ag", "H", "O", "C", "C"],
  "coordinates": [[-2.6872, -1.8534, -3.0704], [0.7556, 0.3196, 3.5675], [-2.0575, -0.1506, -1.5441], [1.7597, -1.5682, -2.2921], [1.9182, 2.5785, 1.3844], [-0.0327, -2.0389, 3.0802], [5.4582, 0.9972, -3.7883], [-1.8981, -3.8074, -2.6386], [1.0611, 0.5938, -3.1955], [-3.9220, 2.2432, 2.7742], [2.1884, -1.5282, 4.3019], [4.4971, 1.1956, -3.2779], [-3.3196, 0.5202, 1.2285], [-0.0017, 0.8264, -3.3555], [-1.5869, -4.6076, 4.6949], [-2.8666, -2.5337, 1.2399], [-3.1970, -4.2387, 2.8991], [-1.9694, 0.6696, 1.5530], [-1.6092, 1.5980, 2.5140], [-2.5702, 2.3614, 3.1396], [2.1660, 4.0610, -0.9694], [2.3907, 2.5880, 0.4955], [3.6803, 1.7334, -1.3688], [-1.9685, 0.9172, -1.2758], [1.3793, -0.9597, 3.2154], [-4.2955, 1.2977, 1.8146], [3.9099, 1.8900, -3.8683], [4.6721, 1.7630, -1.8552], [1.5767, 3.2211, -0.5437], [1.6264, 0.9978, -4.0652], [-5.3394, 1.2206, 1.5430], [-1.4012, -3.8327, 3.9690], [-1.4895, -1.0947, -0.6898], [5.6344, 1.0404, -1.0276], [-2.6606, -0.5053, -2.7390], [-0.2695, -3.0211, 4.0404], [-3.0785, 0.2230, -3.4323], [-2.0194, -2.8153, -2.2751], [-4.6871, 2.8785, 3.2244], [1.2874, -0.9146, -3.2925], [-0.5706, 1.6828, 2.7437], [0.3079, 3.0544, -2.4699], [1.5431, 1.2097, -1.9838], [-0.6815, -0.4554, 0.8137], [-2.2980, -3.6697, 2.9235], [6.3418, 0.4656, -0.3037], [-3.5962, -0.2116, 0.4938], [0.4858, -3.1594, 4.8057], [-1.4062, -2.4340, -1.1232], [5.0225, 2.8120, -1.8682], [1.0729, 2.4022, -1.7241], [-2.2271, 3.1024, 3.8356], [3.9196, 0.2779, -3.2000], [2.6104, 1.6177, 0.3006], [0.9687, -1.4448, -4.3714], [0.7365, 3.6980, -0.0783], [-0.8856, -3.1680, -0.5070], [1.7397, -0.3812, -0.3410], [-3.1136, -2.1550, -4.0201], [2.0635, -0.9657, 1.9343], [-2.1112, -2.6760, 2.0059], [-0.9566, -1.8672, 2.0191]],
  "lowdin_charge": [-0.08, -0.36, -0.13, -0.18, 0.04, -0.25, 0.07, 0.09, -0.20, -0.10, -0.36, -0.09, -0.11, 0.10, 0.09, 0.10, 0.09, -0.32, -0.10, -0.08, 0.10, -0.01, 0.06, 0.12, 0.42, -0.10, 0.07, -0.24, -0.22, 0.11, 0.09, -0.09, -0.39, -0.25, -0.09, -0.06, 0.10, -0.08, 0.09, -0.71, 0.07, -0.08, -0.05, 1.10, -0.11, 0.11, 0.09, 0.10, -0.10, 0.12, -0.62, 0.09, 0.06, -0.01, -0.07, 0.09, 0.12, 0.68, 0.09, -0.43, -0.10, -0.28],
  "homo_lumo_gap_ha": 0.2420,
  "e_homo_ha": -0.0786,
  "relative_energy_kcal_mol": 0.0,
  "total_charge": -2,
  "energy_ev": -67211.5490
}

---

Repeat the fourth record exactly.
{
  "formula": "C2H4ClO",
  "method": "ωB97M-V with the def2-TZVPD basis set",
  "elements": ["Cl", "H", "H", "H", "C", "O", "C", "H"],
  "coordinates": [[-2.1672, 0.1566, -0.5931], [0.8139, -1.5423, -0.7713], [0.3369, 2.2422, -0.0556], [-2.9838, -0.5664, 0.0734], [1.0117, -0.8729, 0.0991], [1.0133, 0.3406, 0.0317], [1.1149, 1.5054, 0.1151], [0.8602, -1.2632, 1.1007]],
  "lowdin_charge": [0.35, 0.17, 0.13, -0.21, 0.14, -0.01, 0.28, 0.15],
  "homo_lumo_gap_ha": [0.3217, 0.3210],
  "e_homo_ha": [-0.5647, -0.5642],
  "relative_energy_kcal_mol": 93.5,
  "total_charge": 1,
  "energy_ev": -16695.0064
}